A cluster of 4 separate species, C5H11Cl5NO2 in total. Source: the Open Molecules 2025 dataset; level of theory: the ωB97M-V functional and the def2-TZVPD basis.

Last column: natural (NBO) charge in e.
Geometry (Å):
Cl 2.11 2.35 3.47  -0.104
Cl 1.14 -0.76 4.40  -0.116
Cl -1.77 0.54 0.35  -0.973
Cl -1.13 3.11 -3.20  -0.079
Cl 1.32 1.81 -5.00  -0.102
O -2.47 -4.02 1.09  -0.404
O -0.36 -3.67 1.42  -0.381
N -1.39 -3.52 0.79  0.539
C -0.10 1.76 -2.65  -0.397
C -1.37 -2.77 -0.52  -0.479
C 1.31 1.94 -3.20  -0.367
C 0.30 0.33 3.22  -0.380
C 1.28 1.14 2.45  -0.384
H -1.10 -3.48 -1.29  0.209
H -0.32 -0.31 2.60  0.276
H -0.43 0.91 3.78  0.224
H -2.34 -2.31 -0.64  0.256
H 2.08 0.55 2.00  0.214
H -0.56 0.82 -2.95  0.227
H -0.12 1.79 -1.56  0.275
H 2.04 1.23 -2.82  0.220
H 1.68 2.93 -2.96  0.215
H -0.59 -2.02 -0.40  0.253
H 0.79 1.67 1.63  0.258

As for the spin multiplicity: 1. For the total energy, the calculation gives -2703.3311 a.u. As for the lowest unoccupied orbital energy: 2.811 eV. For the relative energy (zero: lowest compared OMol25 entry of this formula, charge and spin), the calculation gives 13.14 kJ/mol. Its total charge is -1. As for the highest occupied orbital energy: -5.1670 eV. For the frontier orbital gap, the calculation gives 7.98 eV.